{"formula": "C10H13N6PtS", "method": "ωB97M-V/def2-TZVPD", "total_charge": 1, "relative_energy_kcal_mol": 0.0, "fmax_ev_per_a": 0.86, "e_tot_ha": -1234.7190, "homo_lumo_gap_ev": 7.2350, "lumo_ev": -3.89, "e_homo_ha": -0.4089, "symbols": ["Pt", "N", "C", "S", "N", "N", "C", "C", "C", "C", "C", "C", "N", "H", "H", "H", "H", "H", "H", "H", "C", "N", "C", "C", "N", "H", "H", "H", "H", "H", "H"], "xyz": [[-0.738, -0.238, 0.561], [-2.194, -0.821, 4.528], [-1.910, -0.518, 3.255], [-0.758, -1.547, 2.421], [-2.537, 0.510, 2.731], [-2.149, 0.757, 1.464], [-2.690, 1.712, 0.774], [-2.208, 1.897, -0.589], [-2.633, 2.925, -1.418], [-2.165, 2.965, -2.722], [-1.303, 1.977, -3.171], [-0.890, 0.993, -2.287], [-1.313, 0.963, -1.029], [-1.833, -1.660, 4.946], [-2.925, -0.314, 4.999], [-3.490, 2.302, 1.198], [-3.323, 3.668, -1.046], [-2.479, 3.759, -3.385], [-0.945, 1.964, -4.189], [-0.204, 0.210, -2.580], [3.766, -2.438, -1.626], [3.255, -1.794, -0.418], [4.105, -1.744, 0.771], [2.015, -1.436, -0.333], [0.900, -1.131, -0.261], [4.706, -1.965, -1.909], [3.050, -2.318, -2.434], [3.932, -3.501, -1.446], [5.061, -1.296, 0.500], [4.269, -2.749, 1.163], [3.628, -1.132, 1.533]], "atomic_forces_ev_per_a": [[0.027, -0.725, -0.456], [-0.029, -0.014, -0.182], [0.001, -0.289, 0.215], [0.193, 0.319, 0.227], [-0.105, 0.245, -0.068], [-0.371, 0.345, -0.462], [0.206, -0.368, 0.396], [0.096, -0.151, -0.370], [0.036, -0.288, 0.110], [0.096, -0.089, -0.067], [-0.095, 0.056, 0.008], [-0.028, 0.079, 0.060], [-0.064, 0.683, 0.407], [0.044, 0.020, 0.006], [0.001, 0.007, -0.004], [0.054, 0.095, 0.062], [-0.033, 0.018, 0.028], [-0.015, 0.012, -0.034], [0.022, 0.014, -0.027], [0.038, 0.031, 0.013], [0.049, -0.051, -0.067], [0.222, 0.034, -0.075], [0.063, -0.029, 0.081], [-0.708, -0.049, -0.140], [0.286, 0.112, 0.337], [-0.018, -0.018, -0.004], [0.011, -0.011, -0.001], [0.005, 0.015, -0.010], [-0.013, -0.005, 0.022], [0.011, 0.019, -0.003], [0.017, -0.017, -0.003]]}


{"formula": "C10H13NO", "method": "ωB97M-V/def2-TZVPD", "total_charge": 0, "smiles": "CCc1c[nH]c2ccccc12.O", "relative_energy_kcal_mol": 4.6, "fmax_ev_per_a": 3.27, "e_tot_ha": -518.8356, "homo_lumo_gap_ev": 8.9526, "lumo_ev": 0.92, "e_homo_ha": -0.2953, "symbols": ["C", "C", "C", "C", "N", "C", "C", "C", "C", "C", "C", "H", "H", "H", "H", "H", "H", "H", "H", "H", "H", "H", "O", "H", "H"], "xyz": [[-0.324, 2.731, -1.092], [-1.622, 1.892, -0.756], [-1.346, 0.443, -0.531], [-2.101, -0.568, -1.034], [-1.557, -1.817, -0.583], [-0.533, -1.510, 0.283], [0.219, -2.354, 1.095], [1.298, -1.889, 1.918], [1.457, -0.494, 1.898], [0.631, 0.364, 1.209], [-0.386, -0.092, 0.383], [-0.533, 3.776, -1.376], [0.181, 2.231, -1.935], [0.357, 2.731, -0.224], [-2.123, 2.330, 0.129], [-2.355, 1.880, -1.586], [-2.872, -0.463, -1.798], [-1.619, -2.741, -1.018], [-0.047, -3.403, 0.907], [1.775, -2.634, 2.570], [2.236, -0.060, 2.539], [0.848, 1.437, 1.295], [2.607, -0.588, -1.113], [2.232, -0.694, -0.209], [3.578, -0.507, -0.971]], "atomic_forces_ev_per_a": [[-0.645, -0.754, -0.078], [0.147, 0.732, -0.378], [-0.542, 0.857, 0.741], [1.440, -1.163, -0.393], [-0.488, 0.723, -0.227], [0.524, 0.949, 0.991], [0.836, -0.841, -0.300], [-2.811, -0.570, -1.565], [0.992, -0.389, 1.552], [0.269, 1.325, -0.112], [-0.044, -1.898, -0.590], [-0.108, -0.477, 0.180], [-0.011, 0.294, 0.348], [-0.290, 0.058, -0.482], [0.180, -0.156, -0.368], [0.347, 0.646, 0.269], [0.194, -0.433, 0.383], [-0.333, 0.878, 0.213], [0.552, 0.072, 0.754], [0.211, 0.778, -0.399], [-0.311, -0.093, -0.331], [-0.206, -0.526, -0.013], [0.800, -0.024, 0.720], [0.381, 0.121, -0.805], [-1.084, -0.111, -0.110]]}


{"formula": "C10H13NO", "method": "ωB97M-V/def2-TZVPD", "total_charge": 0, "smiles": "C[C@@H]1NCCc2c(O)cccc21", "relative_energy_kcal_mol": 62.5, "fmax_ev_per_a": 5.01, "e_tot_ha": -518.7433, "homo_lumo_gap_ev": 8.9570, "lumo_ev": 0.70, "e_homo_ha": -0.3034, "symbols": ["C", "C", "N", "C", "C", "C", "C", "O", "C", "C", "C", "C", "H", "H", "H", "H", "H", "H", "H", "H", "H", "H", "H", "H", "H"], "xyz": [[-2.507, 1.605, 0.749], [-1.807, 0.627, -0.219], [-2.390, -0.731, 0.156], [-1.705, -1.864, -0.437], [-0.249, -1.837, 0.052], [0.477, -0.441, -0.039], [1.894, -0.489, 0.107], [2.472, -1.680, 0.268], [2.589, 0.793, 0.240], [1.807, 1.881, -0.286], [0.508, 1.849, -0.627], [-0.181, 0.729, -0.093], [-2.215, 1.595, 1.823], [-2.497, 2.635, 0.401], [-3.537, 1.469, 1.004], [-1.940, 0.891, -1.240], [-3.287, -0.820, -0.449], [-2.342, -2.650, -0.278], [-1.575, -1.821, -1.540], [-0.236, -2.242, 1.015], [0.206, -2.617, -0.680], [3.363, -1.497, 0.712], [3.617, 0.772, 0.623], [2.380, 2.829, -0.288], [0.061, 2.901, -1.029]], "atomic_forces_ev_per_a": [[0.407, 0.916, 0.774], [1.118, -0.487, 2.750], [-1.687, 0.899, -2.769], [2.917, 3.263, -1.137], [0.055, -0.980, -2.673], [0.963, -3.695, 1.106], [-0.113, 3.714, 0.613], [2.383, -0.210, 1.267], [-2.768, -2.634, -1.359], [4.488, 0.618, 1.365], [-2.208, 2.526, 0.834], [-3.903, 0.517, -3.103], [1.127, -0.144, -0.851], [0.477, 0.187, -0.046], [-1.187, -0.910, -1.040], [-0.687, 0.180, -0.995], [1.250, 1.042, 1.892], [-0.705, -2.637, 0.932], [-0.528, 0.399, 0.063], [0.508, -0.521, 1.696], [0.138, 1.421, 1.506], [-1.678, -0.648, -1.070], [-0.418, 0.602, -0.464], [-0.561, -0.441, -0.466], [0.613, -2.979, 1.175]]}


{"formula": "C10H13NO3", "method": "ωB97M-V/def2-TZVPD", "total_charge": 0, "smiles": "CCOC(=C=O)/C(C)=C(\\C#N)OCC", "relative_energy_kcal_mol": 147.8, "fmax_ev_per_a": 5.39, "e_tot_ha": -669.1185, "homo_lumo_gap_ev": [8.1000, 8.1005], "lumo_ev": [0.02, 0.02], "e_homo_ha": [-0.2970, -0.2970], "symbols": ["C", "C", "O", "C", "C", "O", "C", "C", "C", "C", "N", "O", "C", "C", "H", "H", "H", "H", "H", "H", "H", "H", "H", "H", "H", "H", "H"], "xyz": [[2.787, -2.809, 0.098], [2.215, -1.573, -0.538], [1.992, -0.604, 0.452], [1.758, 0.765, 0.129], [3.000, 1.302, 0.104], [4.106, 1.458, 0.376], [0.283, 1.146, -0.212], [0.312, 2.598, -0.533], [-1.030, 0.509, -0.195], [-1.100, -0.860, 0.049], [-1.015, -2.026, 0.134], [-2.152, 1.221, -0.550], [-3.385, 0.519, -0.220], [-3.512, 0.342, 1.321], [2.058, -3.222, 0.674], [3.048, -3.596, -0.730], [3.678, -2.548, 0.811], [1.416, -1.669, -1.191], [2.913, -1.186, -1.307], [0.865, 2.656, -1.503], [0.856, 3.181, 0.091], [-0.774, 3.105, -0.639], [-4.269, 1.114, -0.541], [-3.547, -0.393, -0.776], [-2.465, 0.238, 1.649], [-4.209, 1.052, 1.760], [-3.826, -0.721, 1.287]], "atomic_forces_ev_per_a": [[2.949, 0.129, -1.611], [2.713, 1.120, -1.107], [-0.201, 0.981, 1.234], [-2.453, -2.683, -0.794], [-2.182, -0.723, 0.478], [0.733, 0.721, -0.337], [-1.025, 0.186, 0.903], [-3.813, 0.014, -3.572], [4.704, 2.617, -0.322], [0.526, -3.741, -0.122], [-0.437, 2.201, 0.089], [-0.253, -0.737, -0.097], [-1.144, 1.755, 0.769], [0.708, -2.185, -2.309], [-2.067, -1.437, 1.847], [-0.153, 1.553, 1.616], [-1.457, -0.529, -1.674], [-2.452, -0.923, -0.528], [0.600, 0.203, 0.586], [-0.708, 0.321, 0.300], [1.675, 1.567, 2.422], [2.620, -1.318, 0.078], [1.080, 0.264, -0.124], [0.839, -0.498, -0.109], [-0.736, 0.742, 0.850], [0.505, -0.214, 0.342], [-0.569, 0.614, 1.193]]}


{"formula": "C10H13NOTi", "method": "ωB97M-V/def2-TZVPD", "total_charge": -1, "relative_energy_kcal_mol": 0.0, "fmax_ev_per_a": 4.76, "e_tot_ha": -1368.2201, "spin_multiplicity": 2, "homo_lumo_gap_ev": [5.8843, 5.8532], "lumo_ev": [3.36, 3.28], "e_homo_ha": [-0.0928, -0.0946], "symbols": ["C", "C", "C", "C", "C", "Ti", "C", "C", "C", "N", "H", "H", "H", "H", "H", "H", "H", "H", "H", "H", "C", "C", "O", "H", "H", "H"], "xyz": [[1.404, -1.214, -1.602], [0.005, -1.251, -1.923], [-0.670, -2.010, -0.902], [0.313, -2.437, 0.052], [1.597, -1.961, -0.391], [0.259, -0.075, 0.152], [-1.340, 1.477, -0.629], [-0.093, 1.667, -1.119], [0.835, 2.267, -1.864], [1.689, 0.613, 0.815], [-1.734, -2.252, -0.879], [-0.463, -0.805, -2.800], [0.128, -3.055, 0.928], [2.547, -2.162, 0.100], [2.183, -0.750, -2.207], [-2.095, 0.837, -1.123], [2.517, 0.843, 1.355], [-1.783, 2.147, 0.122], [0.629, 3.075, -2.574], [1.880, 1.948, -1.793], [-1.299, 0.952, 2.894], [-1.070, -0.237, 2.036], [-1.444, -1.381, 2.098], [-1.734, 1.748, 2.272], [-0.308, 1.285, 3.234], [-1.953, 0.731, 3.749]], "atomic_forces_ev_per_a": [[-0.657, -0.984, 0.252], [0.244, -0.786, 0.613], [0.727, -0.086, -0.452], [0.458, 0.080, -1.067], [-0.974, -0.336, -0.678], [0.866, 0.319, 1.258], [-1.523, 0.279, 0.328], [0.953, 0.909, -1.604], [-0.165, -0.374, 0.437], [-0.262, 0.449, 0.866], [0.397, 0.239, 0.116], [0.164, -0.025, 0.362], [0.011, 0.442, -0.230], [-0.350, 0.286, -0.093], [-0.333, 0.025, 0.398], [0.707, 0.179, 0.198], [0.033, -0.046, -0.301], [0.370, -0.215, -0.285], [-0.215, -0.083, 0.224], [-0.397, 0.100, 0.005], [-0.610, -0.192, 1.118], [2.449, 0.943, -3.971], [-1.679, -1.077, 2.162], [0.168, -0.226, 0.218], [-0.278, -0.010, -0.106], [-0.104, 0.194, 0.231]]}


{"formula": "C10H13NOW", "method": "ωB97M-V/def2-TZVPD", "total_charge": 0, "fmax_ev_per_a": 7.33, "e_tot_ha": -585.5933, "spin_multiplicity": 3, "homo_lumo_gap_ev": [6.3323, 6.5094], "lumo_ev": [-0.42, -0.71], "e_homo_ha": [-0.2483, -0.2654], "symbols": ["C", "C", "C", "C", "C", "W", "C", "C", "C", "N", "H", "H", "H", "H", "H", "H", "H", "H", "H", "H", "C", "C", "O", "H", "H", "H"], "xyz": [[-1.751, -0.258, -1.256], [-1.350, 1.088, -1.029], [-1.514, 1.395, 0.359], [-2.078, 0.241, 1.017], [-2.263, -0.772, -0.009], [-0.177, -0.354, 0.315], [1.615, 0.727, -1.893], [1.922, -0.085, -2.913], [1.860, -1.285, -3.465], [-0.289, -2.050, 1.124], [-1.437, 2.378, 0.788], [-1.068, 1.796, -1.803], [-2.276, 0.165, 2.074], [-2.803, -1.697, 0.093], [-1.786, -0.748, -2.232], [0.879, 1.478, -2.060], [0.296, -2.782, 0.648], [2.124, 0.688, -0.918], [2.060, -1.463, -4.531], [1.651, -2.148, -2.839], [1.142, 1.049, 3.022], [0.701, -0.354, 2.656], [0.786, -1.218, 3.480], [1.070, 1.744, 2.180], [2.188, 1.035, 3.361], [0.498, 1.430, 3.830]], "atomic_forces_ev_per_a": [[-1.471, 0.243, 0.075], [-0.663, 0.920, 0.105], [-1.205, 0.496, -0.665], [-1.270, 0.254, -1.192], [-1.706, 1.346, -0.501], [3.950, -4.986, 3.646], [1.044, -0.608, -0.251], [-1.153, -1.292, 1.300], [0.582, 0.932, -0.973], [1.205, 0.183, -2.326], [0.378, 0.004, 0.162], [0.039, -0.228, 0.288], [-0.158, -0.112, -0.109], [0.480, -0.230, 0.212], [0.161, 0.083, 0.528], [-0.390, 0.175, 0.203], [-0.371, 0.285, 0.451], [0.582, 0.726, -0.727], [0.572, -0.037, 0.655], [-0.769, 0.127, -0.153], [0.255, 0.723, 0.306], [0.111, 1.452, -0.757], [-0.185, -0.116, -0.439], [-0.024, -0.170, 0.058], [-0.234, -0.038, 0.134], [0.242, -0.132, -0.030]]}


{"formula": "C10H13O", "method": "ωB97M-V/def2-TZVPD", "total_charge": 1, "fmax_ev_per_a": 6.56, "e_tot_ha": -463.6249, "spin_multiplicity": 3, "homo_lumo_gap_ev": [6.8619, 6.2108], "lumo_ev": [-3.80, -8.33], "e_homo_ha": [-0.3919, -0.5343], "symbols": ["C", "C", "C", "C", "C", "C", "C", "C", "C", "C", "O", "H", "H", "H", "H", "H", "H", "H", "H", "H", "H", "H", "H", "H"], "xyz": [[0.518, -1.352, 0.007], [2.026, 0.503, 0.016], [1.843, -0.886, 0.014], [0.943, 1.355, -0.002], [-0.490, -0.429, -0.010], [-3.232, -0.327, 0.791], [-3.249, 0.067, -0.659], [-2.294, -0.953, -0.172], [2.985, -1.821, 0.001], [1.039, 2.832, -0.020], [-0.293, 0.863, -0.020], [0.291, -2.403, -0.002], [3.021, 0.920, 0.019], [-2.849, 0.386, 1.503], [-4.025, -0.945, 1.185], [-4.051, -0.287, -1.290], [-2.893, 1.049, -0.923], [-2.285, -1.989, -0.451], [3.903, -1.325, -0.300], [2.788, -2.666, -0.656], [3.132, -2.228, 1.003], [2.015, 3.152, -0.374], [0.896, 3.227, 0.987], [0.259, 3.258, -0.648]], "atomic_forces_ev_per_a": [[0.792, 0.173, 0.077], [0.304, -1.763, -0.023], [1.035, 0.302, -0.183], [1.535, 2.295, -0.091], [-6.020, -2.526, -0.665], [-0.273, 0.165, 0.167], [-0.223, 0.037, -0.038], [4.923, 1.377, 0.413], [0.247, -0.430, 0.351], [-0.128, -0.456, -0.117], [-2.537, 1.170, 0.146], [-0.143, -0.191, 0.017], [0.108, 0.114, 0.015], [0.102, 0.086, -0.007], [-0.036, -0.105, -0.058], [-0.033, -0.086, 0.010], [0.174, 0.118, 0.037], [-0.114, -0.207, -0.042], [0.078, -0.073, -0.073], [0.134, -0.028, -0.126], [0.183, -0.102, 0.021], [0.057, -0.004, 0.020], [-0.080, 0.098, 0.187], [-0.085, 0.034, -0.041]]}


{"formula": "C10H13O2", "method": "ωB97M-V/def2-TZVPD", "total_charge": -1, "relative_energy_kcal_mol": 10.4, "fmax_ev_per_a": 1.54, "e_tot_ha": -539.3756, "homo_lumo_gap_ev": 6.8052, "lumo_ev": 3.08, "e_homo_ha": -0.1368, "symbols": ["C", "C", "C", "O", "O", "H", "H", "H", "H", "H", "C", "C", "C", "C", "C", "C", "C", "H", "H", "H", "H", "H", "H", "H", "H"], "xyz": [[1.688, 1.129, -0.534], [1.492, 2.658, -0.543], [3.161, 0.776, -0.210], [3.765, 0.090, -1.064], [3.595, 1.179, 0.893], [1.083, 0.710, 0.266], [1.461, 0.697, -1.504], [2.168, 3.098, 0.193], [0.480, 2.941, -0.269], [1.822, 3.026, -1.515], [-2.988, -0.906, -1.236], [0.059, -1.352, 1.752], [0.181, -2.019, 0.535], [-1.008, -0.481, 1.942], [-0.789, -1.876, -0.444], [-1.938, -0.272, 0.934], [-1.859, -1.017, -0.243], [0.825, -1.427, 2.511], [1.007, -2.720, 0.551], [-1.020, 0.142, 2.830], [-0.657, -2.364, -1.401], [-2.698, 0.454, 1.084], [-2.685, -1.039, -2.277], [-3.343, 0.131, -1.281], [-3.802, -1.558, -0.973]], "atomic_forces_ev_per_a": [[0.424, 0.696, 0.255], [0.707, -0.554, 0.119], [0.092, -0.383, 0.060], [0.064, -0.072, -0.208], [-0.043, 0.205, 0.152], [-0.183, -0.228, -0.093], [-0.341, -0.130, 0.021], [-0.077, -0.083, 0.122], [-0.264, 0.230, -0.374], [-0.409, 0.326, -0.073], [0.581, 1.224, -0.576], [-0.522, 0.379, -0.355], [0.057, -0.343, 1.497], [0.496, 0.484, -0.094], [0.473, 0.032, -0.076], [0.860, -0.993, 0.207], [-0.470, 0.240, -0.111], [0.033, -0.156, -0.016], [0.050, 0.046, -0.980], [-0.177, -0.118, 0.046], [-0.174, -0.171, 0.016], [-0.721, 0.454, -0.033], [0.162, -0.653, 0.107], [-0.243, -0.149, 0.447], [-0.374, -0.282, -0.061]]}


{"formula": "C10H13O2", "method": "ωB97M-V/def2-TZVPD", "total_charge": -1, "relative_energy_kcal_mol": 48.6, "fmax_ev_per_a": 4.61, "e_tot_ha": -539.3147, "homo_lumo_gap_ev": 7.4733, "lumo_ev": 3.28, "e_homo_ha": -0.1541, "symbols": ["C", "C", "O", "O", "H", "H", "H", "C", "C", "C", "C", "C", "C", "C", "C", "H", "H", "H", "H", "H", "H", "H", "H", "H", "H"], "xyz": [[-0.182, -1.906, 2.671], [1.061, -1.031, 3.137], [1.431, -0.067, 2.372], [1.492, -1.346, 4.241], [-1.160, -1.779, 3.235], [0.014, -2.949, 2.655], [-0.374, -1.407, 1.694], [1.436, 0.829, -0.478], [2.122, -0.455, -0.823], [0.031, 0.973, -0.980], [-0.747, 0.077, -0.316], [-0.485, 1.823, -1.934], [-2.069, 0.058, -0.644], [-1.743, 1.602, -2.519], [-2.558, 0.675, -1.809], [1.578, 1.062, 0.588], [2.042, 1.528, -1.115], [2.989, -0.465, -1.636], [-0.448, -0.210, 0.629], [0.126, 2.742, -2.178], [-2.636, -0.512, -0.058], [-2.056, 2.348, -3.244], [-3.559, 0.488, -2.183], [1.314, -1.007, -1.294], [2.381, -1.072, -0.009]], "atomic_forces_ev_per_a": [[-0.971, 2.769, -0.859], [-0.951, 0.749, -0.340], [-0.683, -1.510, 0.691], [0.904, -0.160, 0.924], [1.405, 0.157, -0.062], [0.407, -0.891, -0.348], [-0.177, -1.589, 0.456], [2.605, 3.531, -1.404], [0.118, -1.523, -2.782], [1.652, -0.599, 0.769], [-2.280, 1.774, -0.977], [0.997, 1.151, -1.013], [0.850, 1.082, -3.159], [0.287, -0.090, 2.465], [0.465, 0.678, -0.811], [-0.363, -0.066, -0.409], [-0.365, 0.390, 0.944], [-1.656, 0.474, 1.841], [0.956, -1.163, 1.332], [-0.569, -1.286, -0.218], [-2.862, -2.194, 2.073], [-0.431, -0.588, -0.168], [-0.088, 0.002, 0.292], [0.120, -0.765, -0.467], [0.630, -0.334, 1.230]]}